1.
DFT (ωB97M-V with the def2-TZVPD basis set) results for C29H33AuI2N3OS2Sb as an isolated structure in a non-equilibrium geometry.

The HOMO-LUMO gap comes out at 6.3238 eV.

XYZ file:
```
72
Properties=species:S:1:pos:R:3:mulliken_charge:R:1
H 1.438 2.736 -3.933 0.266
C 1.607 -0.781 3.700 0.726
H 1.737 3.910 -1.686 0.352
H -0.980 1.467 -4.072 0.249
C -1.053 -1.610 -1.758 -1.925
C -2.391 -2.869 1.996 -1.334
H 2.352 -1.572 -1.100 0.303
N 4.554 -5.273 3.369 -0.502
H 2.570 3.099 -0.353 0.282
Sb 0.500 0.978 -1.222 1.191
O -1.315 2.000 1.546 -1.052
H -3.345 2.086 -1.821 0.577
I -3.683 4.037 1.791 0.023
H -1.203 3.364 -0.176 0.111
H -0.291 4.070 -1.518 0.259
H -1.474 -1.402 -0.775 0.449
C 2.525 3.199 -1.440 -1.670
H 3.445 -0.006 -2.387 0.256
H -2.551 1.044 -0.650 0.527
H -0.365 3.100 -3.766 0.387
H 0.206 -0.542 -4.031 0.216
C 2.497 -0.988 2.647 0.421
H 1.024 -1.850 0.020 -0.064
C 3.517 0.941 -1.849 -1.639
C 2.219 2.041 -3.645 -1.536
C 0.795 -1.192 -3.382 -1.644
C -1.233 -2.084 1.844 -0.372
H -5.776 1.834 1.997 0.341
C -4.858 1.266 1.938 -0.467
H -2.309 -3.943 2.095 0.468
C 3.125 -3.123 3.564 0.486
C 3.266 -2.138 2.591 -1.110
H -1.043 -2.697 -1.892 0.562
C -3.603 -2.246 2.012 -1.010
C 1.466 -1.762 4.672 -0.899
C -2.462 -0.136 1.766 0.164
C 2.324 1.853 -2.134 1.507
H 3.475 3.632 -1.774 0.476
H -1.718 -1.195 -2.513 0.346
H 4.424 1.447 -2.199 0.532
C -2.422 1.311 1.716 0.087
S 2.652 0.248 1.397 -0.174
H -2.094 2.812 -3.827 0.500
Au 0.552 1.132 1.510 0.788
H -4.514 -2.818 2.123 0.180
C 0.375 -1.093 -1.919 1.912
S 0.689 0.715 3.807 -0.530
H 1.275 -2.956 -1.340 0.587
H 0.766 -1.618 5.485 0.556
H 1.851 -0.961 -3.523 0.335
H 2.059 1.104 -4.177 0.224
I -6.745 -1.042 2.113 0.078
C -1.214 2.152 -1.995 1.806
H -2.655 0.552 -2.341 0.272
H 3.647 0.726 -0.795 0.356
H 3.169 2.459 -3.996 0.526
C -3.683 -0.836 1.914 0.853
N 1.782 -4.813 6.336 -0.496
H -0.250 -2.548 1.838 0.496
C -3.638 1.960 1.830 0.098
C 2.206 -2.938 4.601 0.594
H 3.971 -2.280 1.782 0.515
C -2.504 1.399 -1.676 -2.110
H 0.637 -2.223 -3.717 0.511
H -2.054 4.073 -1.547 0.452
C 1.316 -1.905 -1.029 -1.493
C 3.915 -4.323 3.471 -0.199
N -1.273 -0.785 1.700 0.770
C 1.977 -3.976 5.573 -0.241
C -1.175 3.487 -1.256 -1.599
C -4.893 -0.097 1.973 -0.190
C -1.138 2.386 -3.502 -1.715
```


2.
DFT (ωB97M-V with the def2-TZVPD basis set) results for C29H33CoN3O as an isolated structure in a non-equilibrium geometry.

The HOMO-LUMO gap (spin up / spin down) comes out at 3.2399 / 6.6864 eV. As for the charge: -1. Its spin multiplicity is 5.

XYZ file:
```
67
Properties=species:S:1:pos:R:3:nbo_charge:R:1
C -1.545 3.948 -2.559 -0.178
C 5.428 -1.900 1.773 -0.143
N 3.405 2.594 -1.182 -0.575
H 5.739 -1.631 -1.237 0.195
C -1.201 -0.991 -0.908 -0.171
C -1.790 -0.555 0.418 -0.042
H 2.924 1.752 3.363 0.206
H 5.193 -0.039 -1.672 0.205
C -1.142 -0.408 2.914 -0.619
H 0.576 -3.568 -1.135 0.203
C 0.128 -1.610 -0.413 -0.088
C -2.000 -1.687 -1.987 -0.573
H -1.299 -2.183 -2.671 0.212
H 1.459 -1.465 2.773 0.223
H -0.225 -0.222 3.489 0.219
C 3.909 -0.269 0.847 0.147
C -1.851 1.565 -2.113 0.200
H 6.184 -2.683 1.620 0.180
O 0.449 2.780 0.826 -0.543
Co -0.193 0.209 -0.037 0.390
H -1.676 -1.238 3.405 0.207
C 0.313 -1.372 0.969 0.021
C 0.576 1.809 0.179 0.439
C 3.644 0.239 2.141 -0.053
C 5.987 -1.909 4.228 -0.610
C -2.899 4.026 -2.887 -0.288
H -0.865 4.795 -2.517 0.219
C 5.210 -1.382 3.058 -0.144
C 4.724 -1.426 0.666 -0.146
H -3.906 -0.765 0.488 0.203
H -3.325 4.991 -3.182 0.207
C -3.139 0.020 0.481 -0.641
C -1.040 2.707 -2.242 -0.239
C 0.981 -2.540 -1.203 -0.619
H 6.274 -2.947 4.032 0.199
H 4.108 0.133 4.214 0.191
H -0.019 2.524 -1.965 0.236
H 2.240 -2.242 1.393 0.238
H 5.467 -3.115 -0.387 0.200
C 1.276 -2.078 1.883 -0.651
H 1.039 -2.251 -2.266 0.211
H -2.529 -0.927 -2.578 0.230
C 3.996 1.770 -2.090 -0.100
N 3.716 0.615 -0.212 -0.432
H 4.151 1.971 -3.142 0.188
N -3.170 1.639 -2.426 -0.483
H -3.305 0.634 -0.411 0.242
C 3.055 1.867 -0.128 0.319
H 2.904 2.220 1.597 0.251
C -1.012 0.326 -1.787 -0.381
C 4.320 0.585 -1.476 -0.196
C 4.991 -2.147 -0.621 -0.614
H 1.685 1.129 2.308 0.213
H -3.264 0.655 1.368 0.209
H 5.386 -1.860 5.145 0.199
C -0.844 -0.666 1.465 -0.126
H -4.662 2.911 -3.347 0.184
C 4.303 -0.327 3.235 -0.226
H 2.007 -2.573 -0.795 0.227
H 6.907 -1.326 4.390 0.191
C -3.652 2.819 -2.901 0.030
H -0.303 0.157 -2.645 0.228
C 2.751 1.393 2.347 -0.614
H -1.771 0.486 2.987 0.214
H 4.115 -2.365 -1.246 0.212
H -2.767 -2.396 -1.662 0.201
H 0.898 -3.053 2.236 0.203
```


3.
DFT (ωB97M-V with the def2-TZVPD basis set) results for C29H33MnNO5PS as an isolated structure.

The HOMO-LUMO gap (spin up / spin down) comes out at 7.0137 / 6.4143 eV. As for the charge: -1. Its spin multiplicity is 2.

XYZ file:
```
71
Properties=species:S:1:pos:R:3:mulliken_charge:R:1
H -1.964 4.842 -0.514 0.430
O -3.765 0.824 -2.020 -0.769
H -0.753 -4.245 -1.720 0.265
H -2.963 3.678 -1.397 0.458
C -1.428 -3.410 2.567 -0.711
H -4.010 -4.820 -1.335 0.372
C 3.166 -1.706 1.238 -0.652
H 2.890 0.607 -1.311 0.240
C -3.529 -4.291 -0.510 -1.063
H -1.852 4.879 -3.469 0.461
H 1.790 5.231 -1.023 0.243
H 2.006 3.858 2.869 0.461
C -2.670 -2.816 2.736 -0.591
C -0.399 -2.705 1.958 -0.151
C -1.986 3.833 -0.938 -1.521
C -2.590 0.518 -1.916 0.536
H -0.138 4.598 -3.787 0.408
C -2.880 -1.516 2.294 -0.621
C -1.858 -0.813 1.676 -0.463
H -1.903 3.095 -0.142 0.090
C 2.054 2.197 4.212 -0.696
C 1.850 2.795 2.984 -0.713
H 2.650 -4.198 -1.659 0.429
P 0.652 -0.406 0.623 3.106
H 0.176 5.336 -0.271 0.328
C -0.606 -1.404 1.509 0.264
H -3.855 -1.055 2.401 0.398
H -1.260 -4.427 2.902 0.404
H 3.340 -0.997 2.037 0.374
H -1.108 2.710 -2.524 -0.248
H -3.477 -3.369 3.201 0.377
H 0.565 -3.180 1.819 0.337
H -2.881 -4.981 0.037 0.255
H -0.980 -2.810 -2.756 0.153
C 2.053 0.493 -2.015 -1.300
C -0.873 4.775 -2.999 -1.747
C 2.798 -3.509 -0.837 -0.649
C 1.817 0.838 4.366 -0.745
H 2.225 -0.434 -2.576 0.272
H 4.666 -4.373 -0.220 0.355
C 0.988 4.664 -0.555 -0.673
C -1.488 -3.623 -2.236 -0.928
C 1.863 -2.516 -0.602 0.043
N 0.583 2.342 -0.418 0.854
C 1.149 2.770 0.639 0.125
H 5.006 -2.740 1.608 0.391
H 1.195 -0.970 3.416 0.520
O -2.436 -0.571 -4.086 -0.744
O -1.844 0.723 -0.883 -0.115
C 3.928 -3.603 -0.034 -0.610
C -0.893 3.636 -1.983 1.167
C 0.502 3.469 -1.377 -0.542
O -0.548 -0.304 -2.916 -0.865
C 1.215 0.655 2.024 -0.343
H 2.156 1.300 -2.759 0.459
C -1.831 -0.186 -3.106 0.519
C 2.022 -1.617 0.455 -0.146
C 1.424 2.040 1.886 0.254
H -2.048 0.168 1.260 0.116
C 1.395 0.086 3.284 -0.670
H 2.381 2.797 5.051 0.384
H 1.208 3.233 -2.179 0.709
H -2.019 -4.219 -2.979 0.463
H 1.955 0.363 5.329 0.430
C 4.116 -2.692 0.993 -0.645
O 1.508 4.076 0.652 -0.508
H 1.005 -2.412 -1.258 0.137
S -2.631 -2.846 -1.088 0.242
Mn 0.112 0.536 -1.280 -0.031
H -0.639 5.731 -2.520 0.314
H -4.301 -3.935 0.171 0.312
```


4.
DFT (ωB97M-V with the def2-TZVPD basis set) results for C29H33N2NaO2SSe4Si as an isolated structure in a non-equilibrium geometry.

The HOMO-LUMO gap comes out at 3.3271 eV. As for the charge: -2.

XYZ file:
```
73
Properties=species:S:1:pos:R:3:mulliken_charge:R:1
C 1.580 0.174 -3.394 0.296
H -1.044 -5.770 -0.032 0.277
H -1.066 6.754 2.085 0.292
H -2.839 -4.916 4.728 0.201
H -0.113 2.234 -1.484 0.678
C 3.592 -0.258 -6.654 -0.847
Se -3.002 4.337 -1.838 -0.790
S 1.617 -1.491 -3.745 -0.600
Se -2.726 1.179 -3.012 -0.003
H 5.810 -1.236 -4.369 0.319
H 2.712 -0.944 -6.461 0.231
H 0.599 -3.230 4.405 0.169
H -3.170 -0.150 -0.288 0.347
C 2.379 2.490 -3.773 -0.080
C 2.572 1.085 -4.007 0.333
Se -4.455 2.566 -2.071 -0.264
H -1.862 5.959 5.269 0.256
H 1.607 2.928 3.428 0.282
C -4.438 -0.963 1.231 -0.562
N -1.337 -4.964 0.539 0.014
C 0.642 -3.389 3.312 -0.384
Na -0.809 -1.411 -2.606 0.630
H -3.353 -5.537 0.935 0.340
C -1.715 5.993 2.492 -1.209
H -4.779 -4.315 1.908 0.254
C -2.753 -2.267 0.021 0.333
H -4.910 -0.027 1.523 0.454
H 5.539 2.460 -4.312 0.285
H 0.257 4.138 1.960 0.487
C -0.284 -4.249 1.278 0.273
C -0.387 -4.097 2.657 0.697
H -5.700 -2.121 2.614 0.332
N 0.667 0.629 -2.535 -0.219
C 0.617 3.682 5.232 -0.432
H -1.537 -3.784 5.196 0.347
H -0.742 4.231 6.785 0.364
C 1.762 -2.924 2.648 -0.669
C -4.931 -2.157 1.839 -0.345
H 5.119 -0.421 -3.008 0.372
H 4.509 -0.669 -7.201 0.253
H 1.303 3.109 5.868 0.306
C -1.194 5.163 4.878 -0.319
C -2.160 -4.099 4.360 -0.722
H 2.598 -2.640 0.707 0.504
Se -3.992 -0.695 -3.218 -0.830
C 0.796 -3.715 0.600 -0.265
C -0.963 5.190 3.477 0.679
C -3.242 -3.474 0.710 1.005
Si 4.122 0.425 -4.947 0.140
H 3.133 0.601 -7.272 0.273
C 0.799 3.602 3.847 -0.276
H -2.750 -3.217 3.990 0.276
H 6.218 1.480 -5.658 0.259
O -1.352 -4.759 3.336 -0.397
H 0.823 -3.938 -0.473 0.373
C -4.423 -3.369 1.492 -0.913
C -0.486 4.335 5.747 -0.443
H 4.246 -1.717 -3.662 0.258
C 1.357 2.892 -2.896 -0.935
H -2.652 6.488 2.863 0.315
H 1.004 3.902 -2.801 0.370
C 5.277 1.892 -5.232 -1.070
O -1.767 -2.298 -0.746 -0.723
H 4.833 2.488 -5.946 0.325
C -2.664 -4.758 0.636 -0.714
C 1.813 -3.050 1.280 -0.827
C 0.068 4.385 2.975 -0.570
C 4.889 -0.851 -3.920 -0.997
C -3.488 -1.034 0.313 -0.153
H -1.921 5.369 1.614 0.266
C 0.581 1.931 -2.238 -0.600
H 2.543 -2.468 3.212 0.422
H 3.023 3.279 -4.193 0.271
```


5.
DFT (ωB97M-V with the def2-TZVPD basis set) results for a 2-piece molecular cluster, C29H33N2OS overall in a non-equilibrium geometry.

The HOMO-LUMO gap comes out at 5.9155 eV. As for the charge: +1.

XYZ file:
```
66
Properties=species:S:1:pos:R:3:nbo_charge:R:1
H 4.107 -2.460 -3.270 0.235
C 4.451 -1.441 -3.043 -0.454
H -3.544 -5.448 2.938 0.222
C 0.334 -2.750 1.683 -0.772
H -1.392 -4.395 2.392 0.205
H 1.905 -4.156 3.677 0.233
H 2.443 2.540 -3.892 0.232
C -2.270 -3.784 2.566 -0.195
C 3.358 -0.533 -2.544 -0.007
C -2.281 2.465 1.146 -0.009
C 2.198 -3.102 3.761 -0.753
C -3.241 -1.589 2.602 -0.194
H -2.027 4.017 -1.927 0.229
C -4.004 4.004 1.820 -0.200
C 0.425 0.349 -0.377 0.045
H 6.055 -0.514 -4.271 0.204
H -4.074 6.251 0.131 0.212
C -1.910 3.251 -1.156 -0.323
H -5.153 5.032 -0.568 0.207
C 3.313 0.591 -3.430 0.264
H -3.561 5.326 -1.312 0.214
H -5.582 -4.012 3.155 0.221
H 3.266 -3.017 4.010 0.233
C -4.098 5.269 -0.362 -0.405
C -4.485 -2.151 2.896 -0.205
H 4.476 0.869 -6.481 0.218
H -3.187 -0.509 2.481 0.216
H 1.604 -2.598 4.533 0.256
H 5.279 -1.525 -2.324 0.233
C -4.611 -3.541 3.028 -0.190
C 2.480 -0.590 -1.473 -0.128
H 4.856 -1.386 -5.238 0.205
H 3.855 -3.293 1.306 0.234
C -3.496 -4.362 2.870 -0.215
C -0.715 -1.912 2.190 0.458
H -3.869 4.888 2.468 0.204
S 1.927 -2.232 2.147 0.890
C -1.359 1.468 0.964 -0.143
H -3.849 1.953 2.559 0.230
H -2.614 3.053 3.207 0.236
C -1.109 2.130 -1.357 -0.088
C -0.670 1.278 -0.283 -0.186
H 0.434 -0.491 0.317 0.252
H 2.502 -3.489 0.149 0.245
H -0.719 1.914 -2.354 0.222
H 1.250 2.594 -1.679 0.235
H -5.087 3.785 1.782 0.202
H -1.102 0.847 1.812 0.277
H 2.598 -4.550 1.624 0.241
C 4.985 -0.764 -4.337 -0.198
H 2.448 -1.450 -0.792 0.209
C -3.174 2.786 2.301 -0.452
N 4.201 0.451 -4.444 -0.354
H -5.393 -1.552 2.989 0.219
C 1.754 1.690 -2.010 -0.079
C 2.793 -3.550 1.205 -0.743
C -2.535 3.388 0.097 0.262
O -0.390 -0.723 2.534 -0.729
H 5.409 1.901 -5.383 0.211
H 3.655 2.155 -5.545 0.218
C -2.101 -2.408 2.434 -0.061
C 1.529 0.486 -1.260 -0.189
C 4.441 1.392 -5.511 -0.409
C 2.492 1.707 -3.179 -0.305
N -3.484 4.277 0.478 -0.360
H 0.263 -3.829 1.546 0.217
```


6.
DFT (ωB97M-V with the def2-TZVPD basis set) results for an isolated ion of composition C29H33N4 and charge +1 in a non-equilibrium geometry.

The HOMO-LUMO gap comes out at 7.5536 eV. The structure (SMILES) is CN1CCCN2CCC[N+](C3(c4ccc(N(C)C)cc4)c4ccccc4-c4ccccc43)=C12. As for the charge: +1.

XYZ file:
```
66
Properties=species:S:1:pos:R:3:nbo_charge:R:1
C 1.905 -0.968 2.549 -0.199
H -0.413 4.921 6.726 0.230
C -2.989 4.186 0.971 -0.194
H 2.768 6.682 0.199 0.228
H 3.636 0.300 2.479 0.237
H 1.705 0.968 0.772 0.199
H 6.400 5.050 2.315 0.206
C 6.424 6.013 1.794 -0.396
C 1.702 5.010 1.088 -0.218
N 0.477 -0.773 2.395 -0.405
H -0.108 -2.471 3.478 0.203
C 5.014 7.960 1.259 -0.406
H 5.912 8.476 1.620 0.211
H 6.931 5.879 0.822 0.193
C 1.888 1.319 1.809 -0.251
C 3.941 5.785 1.807 0.216
H -3.866 3.876 -0.959 0.227
C -2.259 -0.948 2.831 -0.205
C -1.819 3.999 1.709 -0.076
C -1.747 3.392 -0.976 -0.210
C 0.129 4.112 4.781 -0.215
C 2.574 0.348 2.723 -0.414
H 0.386 -2.768 1.820 0.230
C 2.717 3.993 2.968 -0.175
H -3.281 -0.756 2.481 0.232
H 1.191 4.110 5.006 0.225
C -1.617 -2.029 2.032 -0.432
C -0.166 0.411 2.553 0.741
C 3.881 4.757 2.796 -0.283
N 5.081 6.559 1.635 -0.439
H 4.139 8.446 1.714 0.211
C -2.944 3.817 -0.379 -0.196
C -0.179 -2.074 2.448 -0.205
H 4.756 4.610 3.452 0.223
C -0.764 4.653 5.720 -0.211
H 0.869 5.170 0.404 0.226
H 4.975 8.112 0.170 0.188
H -2.685 1.195 4.331 0.218
N -1.513 0.310 2.748 -0.395
C -0.369 3.737 3.530 0.063
H 2.702 3.357 3.854 0.198
H -1.618 2.200 3.428 0.240
C -0.594 3.168 -0.190 -0.235
C 2.780 5.910 0.985 -0.268
C -0.722 3.314 1.196 0.059
H 2.483 0.651 3.779 0.221
H -2.827 5.191 6.138 0.227
H -3.122 1.664 2.607 0.222
H -1.702 -1.838 0.960 0.225
C -2.312 1.388 3.304 -0.424
C -2.106 4.886 5.376 -0.193
H -3.564 4.941 3.732 0.223
H 2.087 -1.627 3.409 0.213
H 7.048 6.715 2.363 0.200
C -1.605 4.281 3.128 -0.070
H 2.573 2.158 1.732 0.266
N 0.652 1.674 2.454 -0.431
H -1.702 3.247 -2.067 0.230
C 0.330 3.073 2.311 -0.010
H -2.329 -1.265 3.888 0.205
H -2.094 -2.995 2.254 0.247
C -2.535 4.755 4.054 -0.203
H 2.244 -1.469 1.639 0.208
C 1.610 4.007 2.066 0.020
H -3.884 4.528 1.487 0.223
H 0.369 2.970 -0.649 0.227
```


Q: Which energy relative to the best compared isomer or geometry (same formula, charge and spin) values were calculated for the entries above? A: 0.0 473.4 28.2 0.0 63.3 180.3, in kJ/mol.